{"formula": "C5H10O2", "method": "ωB97M-V/def2-TZVPD", "homo_energy_ha": -0.3677, "charge": 0, "multiplicity": 1, "fmax_ev_per_a": 1.3, "total_energy_ev": -9440.7594, "e_above_lowest_kcal_mol": 52.7, "lumo_ev": 0.93, "homo_lumo_gap_ev": 10.934, "smiles": "C[C@@]1(CCO)CO1", "species": ["C", "H", "C", "C", "H", "C", "H", "H", "O", "O", "H", "H", "C", "H", "H", "H", "H"], "positions_angstrom": [[-1.22429, -1.25053, 0.47471], [1.03404, 0.53620, -1.46092], [1.81922, 0.05791, 0.47329], [-0.59245, -0.03590, -0.19753], [-2.25127, -1.05664, 0.80774], [-1.43382, 0.98133, -0.81448], [-1.04264, 1.68297, -1.56477], [1.58014, -0.60745, 1.32178], [-0.93399, 1.17627, 0.50870], [1.83662, 1.41019, 0.86406], [-0.64191, -1.50353, 1.37118], [-1.23069, -2.13815, -0.16789], [0.83376, -0.18366, -0.65983], [0.96509, -1.18737, -1.08715], [0.91117, 1.69000, 0.94346], [-2.41236, 0.56904, -0.93691], [2.82911, -0.19095, 0.13987]], "lowdin_charge": [-0.0040, 0.1243, -0.2630, -0.4959, 0.0898, -0.0815, 0.1318, 0.1171, -0.0389, -0.0595, 0.0858, 0.0869, -0.1144, 0.1283, 0.0681, 0.1076, 0.1175]}


{"formula": "C20H21NO4S", "method": "ωB97M-V/def2-TZVPD", "homo_energy_ha": -0.2642, "charge": 0, "multiplicity": 1, "fmax_ev_per_a": 18.6, "total_energy_ev": -41578.1179, "e_above_lowest_kcal_mol": 415.7, "lumo_ev": -1.15, "homo_lumo_gap_ev": 6.042, "species": ["H", "C", "S", "H", "O", "H", "H", "H", "H", "H", "C", "H", "C", "C", "H", "H", "C", "H", "C", "O", "C", "H", "C", "H", "C", "C", "C", "C", "H", "H", "H", "C", "N", "O", "C", "C", "H", "C", "C", "C", "H", "H", "O", "H", "H", "C", "C"], "positions_angstrom": [[0.48342, 3.35040, -2.56101], [-0.81339, -3.50550, 0.27524], [-0.32965, -2.34246, -0.84003], [1.45286, -1.54652, 2.16788], [-1.61931, -4.56859, 2.78525], [2.84329, 3.42311, -1.90140], [-0.37109, 6.26689, 0.41894], [-0.66666, 0.18912, -1.03167], [0.46453, -4.67069, 2.73217], [0.02914, 0.85037, -2.64643], [-1.60652, -4.45960, 0.35547], [-4.49486, -7.17011, 0.50620], [-3.11635, -5.86364, -0.75351], [-0.08355, 0.90655, -1.68730], [-3.35413, -6.32043, 2.73950], [-0.18558, -3.14633, 3.71589], [1.82453, -0.55613, -0.52714], [-1.24733, 2.49806, -1.37536], [0.81994, -2.00519, 1.51399], [0.43425, 4.66369, 0.40800], [0.50419, 4.65967, -0.95283], [2.28934, 1.39168, -3.12649], [-0.00755, -3.02901, 1.59650], [1.67777, 7.52045, 1.56501], [-2.91587, -5.91175, 1.69895], [0.44822, 5.72603, 0.97766], [-3.62284, -6.42725, 0.45832], [-2.29312, -4.92468, 1.39578], [-3.89677, -6.22598, -1.60644], [-0.17213, 2.16990, 0.14104], [-2.01887, -4.58693, -1.76426], [-2.41292, -4.87244, -0.80854], [1.17563, 0.46617, -1.20085], [0.33377, 5.64265, -1.53977], [2.35529, 1.23961, -2.10525], [0.94636, -1.46667, 0.11756], [0.20234, 5.57956, 2.01147], [1.94108, 2.76213, -1.42946], [1.85713, 6.59478, 0.90221], [0.56549, 3.25926, -1.67744], [1.99634, 7.01567, -0.25964], [2.54437, 5.95617, 1.35947], [2.82613, -0.52321, -0.13646], [3.38857, 0.85907, -1.57215], [2.55904, 2.67033, -0.24530], [-0.37276, -3.81205, 2.95128], [-0.36178, 2.27384, -1.04505]], "lowdin_charge": [0.0495, -0.4298, 1.1308, 0.0932, -0.1337, 0.1358, 0.1395, 0.1117, 0.1678, 0.0751, -0.2326, 0.1200, -0.1778, -0.1671, 0.1916, 0.0814, -0.6981, 0.0634, -0.0502, 0.0026, -0.4098, 0.0613, -0.1509, 0.0809, -0.0222, -0.3800, 0.0155, -0.1995, 0.1652, 0.1976, 0.1211, -0.0697, -0.0434, 0.1677, 0.0070, -0.2778, 0.1209, -0.1399, -0.0253, -0.2266, 0.1307, 0.0235, 0.2048, 0.1527, 0.2018, -0.0886, -0.0902]}


{"formula": "CH5BrN2", "method": "ωB97M-V/def2-TZVPD", "homo_energy_ha": -0.3483, "charge": 0, "multiplicity": 1, "fmax_ev_per_a": 2.5, "total_energy_ev": -74138.9311, "e_above_lowest_kcal_mol": 0.7, "lumo_ev": 0.79, "homo_lumo_gap_ev": 10.271, "smiles": "C=NBr.N", "species": ["Br", "H", "H", "H", "N", "H", "H", "C", "N"], "positions_angstrom": [[-0.53273, -3.03688, -0.19216], [0.65575, 0.61470, 0.62403], [1.30358, 1.94951, 1.48904], [1.86964, 1.66198, 0.03447], [1.01789, 1.55994, 0.58554], [-2.06366, -0.55853, -1.07165], [-0.56372, 0.67726, -0.74179], [-0.98069, -0.40232, -0.75257], [-0.19573, -1.29381, -0.36239]], "lowdin_charge": [0.6574, -0.0406, 0.0186, 0.0192, 0.0020, 0.0866, 0.0741, -0.2004, -0.6170]}


{"formula": "C21H17BrN2O2", "method": "ωB97M-V/def2-TZVPD", "homo_energy_ha": -0.3057, "charge": 0, "multiplicity": 1, "fmax_ev_per_a": 0.4, "total_energy_ev": -99172.1496, "e_above_lowest_kcal_mol": 0.0, "lumo_ev": 0.28, "homo_lumo_gap_ev": 8.601, "smiles": "Cc1cccc(NC(=O)c2ccc(NC(=O)c3ccccc3Br)cc2)c1", "species": ["Br", "C", "C", "C", "H", "H", "H", "C", "C", "H", "H", "C", "H", "C", "C", "H", "N", "O", "H", "H", "C", "H", "C", "H", "C", "O", "C", "C", "C", "H", "H", "C", "H", "C", "H", "H", "C", "C", "N", "H", "C", "C", "C"], "positions_angstrom": [[1.57624, 5.44773, 0.83823], [-0.64195, 6.15676, 4.89524], [1.15016, 0.43701, 1.87036], [-1.35032, -5.06402, -3.95232], [-0.09289, 0.01382, -1.76085], [-0.48812, -6.90989, -4.60818], [1.51112, 0.56870, 2.87621], [0.96984, -4.78290, -2.41724], [0.33071, 4.60639, 3.31599], [-2.33535, -5.34876, -5.82797], [-1.13535, 6.33636, 5.83770], [0.84451, -0.95863, -0.07844], [-0.38792, 2.14560, -0.61517], [0.78672, -5.89300, -3.22246], [0.07444, 1.31863, -0.09410], [0.56226, 7.79902, 2.19805], [0.09230, -2.64679, -1.59731], [1.22001, 2.49254, 3.88965], [-0.69420, -2.01741, -1.67766], [-0.14786, 3.40912, 1.20099], [-2.59190, -5.22566, -4.77672], [-3.24533, -4.36263, -4.67659], [0.30611, 6.98020, 2.85273], [1.81358, -1.58921, 1.70900], [-0.29646, 4.86924, 4.53188], [2.03422, -2.97572, -0.43758], [-0.34302, 7.21416, 4.05145], [1.31480, -0.76771, 1.21804], [-0.01506, -3.80271, -2.37624], [-0.60238, 8.22465, 4.32732], [1.55229, -6.65392, -3.25343], [0.23201, 0.10678, -0.73398], [-3.13964, -6.11356, -4.46286], [-1.16753, -3.95357, -3.14662], [-0.50260, 4.03491, 5.18503], [-1.93174, -3.18727, -3.11222], [-0.35765, -6.03824, -3.98370], [0.69121, 3.17388, 3.04014], [0.31537, 2.74208, 1.80407], [1.86076, -4.67226, -1.82366], [1.07182, -2.29036, -0.71421], [0.52004, 1.49251, 1.21620], [0.63676, 5.68408, 2.49122]], "lowdin_charge": [0.7877, -0.0665, 0.0140, -0.2848, 0.1131, 0.1092, 0.1032, -0.0153, -0.1726, 0.0813, 0.1068, -0.1415, 0.1125, -0.0728, -0.0160, 0.0981, 0.1323, 0.0959, 0.1281, 0.1021, -0.0528, 0.0715, -0.1286, 0.1225, -0.0132, 0.0811, -0.0732, 0.0032, -0.2125, 0.1077, 0.1045, -0.0326, 0.0823, 0.0057, 0.1233, 0.1130, -0.0626, -0.4442, 0.1067, 0.0973, -0.4186, -0.2086, -0.5868]}


{"formula": "C49H43As2CoNOSSi", "method": "ωB97M-V/def2-TZVPD", "homo_energy_ha": [-0.1598, -0.2752], "charge": 0, "multiplicity": 6, "fmax_ev_per_a": 2.8, "total_energy_ev": -233060.4289, "e_above_lowest_kcal_mol": 0.0, "lumo_ev": [0.37, -1.09], "homo_lumo_gap_ev": [4.719, 6.398], "species": ["H", "C", "H", "C", "C", "C", "C", "H", "H", "H", "H", "C", "C", "H", "H", "C", "C", "H", "H", "C", "H", "C", "H", "H", "H", "C", "H", "H", "C", "C", "C", "C", "H", "H", "H", "H", "C", "H", "H", "H", "H", "Co", "C", "C", "H", "As", "C", "H", "H", "C", "H", "H", "N", "C", "C", "C", "C", "H", "H", "C", "C", "C", "H", "C", "C", "H", "C", "C", "C", "C", "C", "Si", "C", "H", "H", "C", "H", "C", "C", "S", "C", "O", "H", "H", "H", "C", "C", "C", "C", "H", "H", "C", "As", "C", "C", "H", "C", "C", "H"], "positions_angstrom": [[14.55058, 11.27314, 10.40320], [17.81634, 21.48985, 11.11480], [17.07515, 13.10758, 11.24178], [19.97740, 15.69514, 7.99685], [17.01621, 18.97735, 10.06728], [10.82659, 16.82680, 7.80656], [18.01945, 19.72236, 9.45828], [13.62093, 19.40574, 15.07527], [18.85337, 15.76863, 9.84058], [15.54079, 18.60023, 7.37330], [15.70350, 18.88079, 11.80835], [18.91887, 16.63562, 6.09477], [15.12403, 17.79346, 7.97352], [14.93810, 16.92004, 7.33571], [12.22985, 19.84662, 11.03399], [11.05095, 17.36977, 9.06803], [11.52887, 11.58427, 13.36362], [20.75991, 15.13592, 8.44962], [18.10719, 22.47947, 11.48240], [10.85748, 12.92465, 6.79112], [15.90411, 9.26965, 9.63906], [13.57392, 17.13981, 12.55472], [16.35283, 21.07630, 12.65908], [18.53217, 19.28349, 8.60039], [12.44216, 10.73411, 11.64726], [18.40170, 20.95213, 9.95591], [7.92121, 18.10707, 10.00688], [10.30501, 18.11642, 10.84483], [19.99963, 15.95530, 6.65456], [10.57411, 12.88472, 8.14909], [18.05433, 12.37301, 7.96421], [17.89244, 17.05567, 6.91784], [11.71829, 10.54553, 7.31287], [11.61422, 16.40131, 7.19565], [12.59899, 20.74703, 13.43642], [10.45411, 14.47014, 11.04042], [10.71004, 12.58450, 13.84326], [15.00988, 7.93376, 7.85284], [13.87227, 16.14454, 12.25225], [13.06837, 18.64038, 7.85863], [13.02963, 8.63632, 6.52390], [13.35759, 14.72261, 9.58512], [13.35881, 9.20271, 7.34545], [16.82831, 20.72485, 11.73092], [7.20522, 13.42552, 7.98113], [12.88500, 17.14350, 9.74051], [15.79708, 13.42799, 8.23691], [16.70726, 12.99928, 6.43254], [11.93538, 12.87725, 6.53735], [12.59930, 19.23122, 11.85439], [18.84227, 16.74695, 5.03841], [20.84321, 15.51826, 6.11571], [15.93107, 13.51234, 9.58073], [17.08940, 12.92051, 10.15163], [12.83656, 19.74661, 13.14946], [10.33795, 13.68130, 13.04623], [14.20919, 10.62393, 9.59401], [7.66831, 13.17495, 5.56742], [14.15862, 19.23421, 9.20165], [17.88104, 16.78232, 8.28451], [16.44618, 19.47876, 11.24808], [13.86228, 18.37397, 8.60039], [11.86401, 10.73948, 13.95256], [8.49563, 13.09568, 6.27614], [9.52174, 16.90684, 7.28691], [14.22935, 16.96873, 14.56058], [13.79252, 17.62523, 13.80964], [10.59578, 13.61539, 11.65846], [16.82170, 12.92696, 7.48247], [8.73290, 17.84266, 9.38100], [14.98193, 9.58413, 9.13647], [12.01130, 12.55810, 9.35524], [11.34014, 12.55526, 11.11896], [10.38088, 12.47534, 14.86820], [9.33046, 16.63116, 6.28936], [8.47469, 17.44273, 8.08369], [10.04917, 12.88639, 4.80339], [9.23478, 13.04182, 8.57308], [18.91652, 16.06696, 8.82373], [14.32002, 14.04371, 7.51002], [13.45300, 18.96316, 14.08164], [14.86227, 13.91470, 10.35842], [9.67111, 14.50261, 13.45936], [18.84526, 11.98056, 7.39542], [17.10871, 17.67484, 6.48593], [11.80498, 11.56161, 11.99809], [14.47240, 8.78779, 8.08769], [12.61862, 10.26181, 7.81650], [8.22480, 13.19840, 7.62075], [18.93348, 12.06951, 9.86567], [7.51106, 17.45828, 7.67172], [13.00823, 10.98326, 8.93233], [16.39371, 17.19649, 9.44009], [9.85940, 12.96745, 5.85247], [10.02043, 17.87546, 9.84647], [19.14899, 21.51528, 9.39172], [18.06683, 12.40236, 9.34685], [12.99090, 17.94064, 11.54814], [8.96487, 12.98754, 9.63664]], "lowdin_charge": [0.0955, -0.0828, 0.1168, -0.0906, -0.3772, -0.1155, -0.1108, 0.1138, 0.0877, 0.0631, 0.0825, -0.0733, -0.4418, 0.0289, 0.1095, -0.3785, -0.0867, 0.0953, 0.1042, -0.1591, 0.1110, -0.1351, 0.1038, 0.0993, 0.0980, -0.0918, 0.0971, 0.0812, -0.0844, -0.2868, -0.1020, -0.1130, 0.0832, 0.0997, 0.0984, 0.0727, -0.1043, 0.0741, 0.0817, 0.0805, 0.0876, 0.3239, -0.0651, -0.1032, 0.1099, 1.2615, -0.6685, 0.0763, 0.0709, -0.1068, 0.0941, 0.1086, -0.2169, -0.0696, -0.0822, -0.0725, -0.1121, 0.1010, 0.0621, -0.4417, -0.1298, -0.4258, 0.1047, -0.0825, -0.0469, 0.1135, -0.0748, -0.1327, -0.1366, -0.0822, -0.0673, 0.7745, -0.2946, 0.0970, 0.0884, -0.0586, 0.0930, -0.0823, -0.1185, 0.6556, -0.0900, -0.3396, 0.1194, 0.0712, 0.0858, -0.0932, -0.0613, -0.1133, -0.1114, 0.0889, 0.0866, -0.2636, 1.3244, -0.0698, -0.1058, 0.1041, -0.1488, -0.3754, 0.0962]}


{"formula": "C3H5N3O", "method": "ωB97M-V/def2-TZVPD", "homo_energy_ha": -0.2743, "charge": 0, "multiplicity": 1, "fmax_ev_per_a": 3.2, "total_energy_ev": -9707.4458, "e_above_lowest_kcal_mol": 72.4, "lumo_ev": 0.85, "homo_lumo_gap_ev": 8.311, "smiles": "Nc1nc(O)c[nH]1", "species": ["H", "O", "H", "N", "C", "H", "C", "C", "H", "N", "N", "H"], "positions_angstrom": [[2.10203, 0.61551, 1.35244], [-2.10038, -0.02215, -1.51363], [1.40393, -1.70651, 0.18842], [-0.79845, 0.97023, 0.30839], [-1.28615, -0.19452, -0.42994], [-0.49391, -2.10163, -1.05390], [0.38880, 0.75833, 0.67421], [-0.36086, -1.18454, -0.48147], [-3.00028, 0.19813, -1.27000], [0.77791, -0.87281, 0.16668], [1.45889, 1.38989, 1.28843], [1.90846, 2.15007, 0.77037]], "lowdin_charge": [0.0776, 0.0151, 0.1193, 0.1624, -0.3801, 0.1260, -0.2927, -0.1687, 0.0929, 0.0504, 0.0943, 0.1035]}


{"formula": "C4H10CrO2", "method": "ωB97M-V/def2-TZVPD", "homo_energy_ha": [-0.4177, -0.5249], "charge": 1, "multiplicity": 6, "fmax_ev_per_a": 3.4, "total_energy_ev": -36816.1314, "lumo_ev": [-4.44, -4.39], "homo_lumo_gap_ev": [6.923, 9.895], "species": ["H", "H", "H", "O", "Cr", "H", "C", "H", "C", "H", "H", "C", "H", "H", "C", "H", "O"], "positions_angstrom": [[-2.54393, -0.52914, 0.25289], [-1.92773, 0.18216, -1.23871], [-0.69040, 1.82859, -1.41069], [0.50138, 0.81476, -0.06445], [2.48393, 0.47408, -0.17758], [-0.61025, 2.55194, 0.24747], [-0.42600, -0.22649, 0.25216], [1.24930, -2.64229, -0.35342], [1.71708, -2.30653, 0.58677], [0.75212, 2.71685, -0.85376], [-0.59059, -0.69997, 1.23296], [-1.82505, 0.19860, -0.14513], [-0.02807, -1.25060, -0.21215], [2.07485, -3.15386, 1.19273], [-0.04869, 2.03712, -0.54380], [-2.12171, 1.16695, 0.28172], [2.03375, -1.16217, 0.95300]], "lowdin_charge": [0.0991, 0.0931, 0.1043, -0.3321, 0.8027, 0.1114, -0.2534, 0.1116, -0.0142, 0.1022, 0.1281, -0.0806, 0.1167, 0.1179, -0.0714, 0.0911, -0.1264]}


What did the third record say?
{"formula": "CH5BrN2", "method": "ωB97M-V/def2-TZVPD", "homo_energy_ha": -0.3483, "charge": 0, "multiplicity": 1, "fmax_ev_per_a": 2.5, "total_energy_ev": -74138.9311, "e_above_lowest_kcal_mol": 0.7, "lumo_ev": 0.79, "homo_lumo_gap_ev": 10.271, "smiles": "C=NBr.N", "species": ["Br", "H", "H", "H", "N", "H", "H", "C", "N"], "positions_angstrom": [[-0.53273, -3.03688, -0.19216], [0.65575, 0.61470, 0.62403], [1.30358, 1.94951, 1.48904], [1.86964, 1.66198, 0.03447], [1.01789, 1.55994, 0.58554], [-2.06366, -0.55853, -1.07165], [-0.56372, 0.67726, -0.74179], [-0.98069, -0.40232, -0.75257], [-0.19573, -1.29381, -0.36239]], "lowdin_charge": [0.6574, -0.0406, 0.0186, 0.0192, 0.0020, 0.0866, 0.0741, -0.2004, -0.6170]}